(1)
58
Properties=species:S:1:pos:R:3 method="wB97M-V/def2-TZVPD" lumo_ev="-11.89 / -11.04" multiplicity=2 e_above_lowest_kcal_mol=7.39 s2=0.791 total_charge=+3
Cr -0.76 -0.06 -0.21
C -1.47 -2.90 0.18
C -2.78 -2.33 -0.26
O -2.74 -0.89 -0.04
C -3.51 -0.40 1.09
C -2.55 -0.03 2.19
O -1.44 0.69 1.61
C -1.57 2.15 1.52
C -2.10 2.54 0.17
O -1.26 1.81 -0.78
C -1.68 1.86 -2.19
C -0.69 1.02 -2.93
O -0.66 -0.24 -2.18
C 0.19 -1.32 -2.67
C -0.18 -2.53 -1.85
O -0.42 -2.11 -0.47
H -1.36 -3.95 -0.08
H -1.31 -2.79 1.25
H -3.61 -2.78 0.28
H -2.96 -2.47 -1.33
H -4.22 -1.15 1.44
H -4.08 0.46 0.74
H -2.12 -0.91 2.67
H -3.04 0.57 2.96
H -0.57 2.54 1.65
H -2.21 2.52 2.32
H -1.98 3.61 0.01
H -3.14 2.26 0.00
H -1.66 2.89 -2.54
H -2.69 1.46 -2.26
H 0.31 1.45 -2.93
H -1.02 0.84 -3.95
H 1.23 -1.02 -2.55
H -0.01 -1.50 -3.72
H 0.62 -3.27 -1.86
H -1.08 -2.99 -2.24
C 1.50 1.69 2.99
C 1.84 0.36 2.31
P 1.55 0.12 0.52
C 2.40 -1.48 0.25
C 3.92 -1.52 0.43
C 2.29 1.53 -0.38
C 3.62 1.28 -1.10
H 2.13 1.80 3.87
H 0.47 1.71 3.35
H 1.68 2.56 2.37
H 1.34 -0.47 2.82
H 2.91 0.17 2.40
H 2.13 -1.88 -0.72
H 1.92 -2.13 1.00
H 4.44 -1.22 -0.48
H 4.21 -2.55 0.65
H 4.29 -0.91 1.25
H 2.39 2.31 0.37
H 1.55 1.90 -1.10
H 4.42 1.05 -0.40
H 3.90 2.20 -1.62
H 3.56 0.48 -1.84

=====

(2)
109
Properties=species:S:1:pos:R:3 method="wB97M-V/def2-TZVPD" lumo_ev=-3.57 e_above_lowest_kcal_mol=101.30
C 50.70 41.17 46.63
C 50.53 42.21 47.80
C 50.62 43.62 47.14
C 50.04 44.90 48.01
C 48.76 44.58 48.51
C 48.61 43.20 49.27
N 49.20 42.07 48.48
O 48.68 40.90 48.58
C 47.13 43.02 49.37
C 49.30 43.27 50.61
C 51.74 41.97 48.75
H 51.68 40.95 46.16
H 49.93 41.46 45.92
H 50.33 40.20 46.77
H 50.08 43.58 46.40
H 51.65 43.92 46.92
H 50.06 45.64 47.28
H 50.78 44.99 48.77
H 47.96 44.75 47.62
H 48.48 45.45 49.39
H 46.93 42.38 50.22
H 46.59 42.30 48.58
H 46.44 44.05 49.24
H 49.43 42.16 50.94
H 48.49 43.87 51.34
H 50.23 43.92 50.68
H 52.55 42.36 48.26
H 51.80 40.95 48.73
H 51.91 42.46 49.78
N 46.77 40.04 46.06
O 47.32 39.30 45.28
O 45.68 39.55 46.64
O 46.81 41.33 45.98
C 50.51 39.48 43.63
C 49.54 39.56 42.43
C 50.08 40.31 41.07
C 51.40 41.06 41.06
C 52.32 40.89 42.40
C 51.81 40.08 43.64
N 51.88 41.89 40.01
O 52.69 42.79 40.38
O 51.82 41.49 38.82
H 50.04 38.92 44.57
H 48.58 39.34 42.40
H 49.34 40.21 40.48
H 53.26 41.32 42.18
H 52.56 39.84 44.42
C 44.09 34.58 45.67
C 45.28 33.82 46.02
C 46.58 34.58 45.98
C 46.81 35.81 45.08
C 45.50 36.49 44.63
C 44.23 35.79 45.02
N 48.18 36.20 44.60
O 48.16 36.73 43.59
O 49.09 35.50 45.15
H 43.08 34.34 45.84
H 45.24 32.89 46.63
H 47.39 34.20 46.43
H 45.78 37.33 44.00
H 43.34 36.33 44.86
C 49.23 45.92 44.64
O 49.80 46.98 44.77
N 49.70 44.90 43.97
C 49.03 43.57 43.76
C 51.00 44.95 43.30
H 48.14 45.82 45.04
H 49.76 42.85 43.95
H 49.08 43.41 42.66
H 48.15 43.60 44.57
H 51.13 44.14 42.76
H 51.85 44.77 44.09
H 51.28 45.98 42.78
C 41.28 39.58 49.21
O 42.12 39.23 50.03
N 41.16 39.19 47.94
C 40.08 39.77 47.04
C 42.18 38.26 47.37
H 40.60 40.22 49.45
H 40.04 40.86 47.27
H 39.23 39.33 47.59
H 40.29 39.64 45.92
H 43.04 37.84 48.01
H 42.82 38.86 46.54
H 41.76 37.26 46.88
C 48.47 37.67 48.07
O 49.69 38.03 47.91
N 48.06 36.76 48.88
C 46.64 36.54 49.01
C 49.02 36.07 49.85
H 47.78 38.08 47.40
H 46.51 35.45 48.50
H 46.00 37.29 48.36
H 46.35 36.39 50.13
H 48.56 36.02 50.78
H 50.04 36.48 49.97
H 49.28 35.01 49.52
C 44.74 44.14 47.14
O 44.97 45.17 47.69
N 43.62 43.43 47.65
C 43.39 42.10 47.14
C 42.60 43.93 48.62
H 45.35 43.57 46.38
H 44.05 41.64 47.62
H 43.66 42.07 45.95
H 42.39 41.74 47.41
H 41.73 43.97 48.22
H 42.63 44.86 49.10
H 42.41 43.14 49.37

=====

(3)
7
Properties=species:S:1:pos:R:3 method="wB97M-V/def2-TZVPD" lumo_ev="-0.85 / -1.16" multiplicity=2 e_above_lowest_kcal_mol=0.00 s2=0.754
C -0.99 -0.22 0.31
H -1.47 0.33 1.14
F -1.79 -0.19 -0.83
Li 0.32 -2.04 0.98
O 0.90 0.78 -1.43
C 0.87 0.16 -0.41
O 1.41 -0.78 0.14

=====

(4)
12
Properties=species:S:1:pos:R:3 method="wB97M-V/def2-TZVPD" lumo_ev=0.68 smiles="NC=O.O.O" e_above_lowest_kcal_mol=13.25
C -0.72 0.06 -1.54
N 0.19 -0.83 -1.07
O -0.45 1.24 -1.61
H -1.73 -0.29 -1.73
H 0.95 -0.32 -0.66
H 0.23 -1.81 -1.29
H 0.28 -1.00 2.12
H 0.75 -2.48 1.93
O 0.57 -1.66 1.48
H 0.28 0.88 1.05
H -0.13 2.31 1.79
O 0.16 1.41 1.86

=====

(5)
84
Properties=species:S:1:pos:R:3 method="wB97M-V/def2-TZVPD" lumo_ev="0.42 / 0.42" e_above_lowest_kcal_mol=3.97
Ni -0.40 0.20 -0.20
C 2.95 1.31 5.82
C 2.45 2.55 5.44
C 1.73 2.68 4.26
C 1.49 1.56 3.47
C 2.00 0.32 3.85
C 2.73 0.20 5.03
Sb 0.35 1.73 1.69
C -1.49 2.38 2.56
C -2.52 2.76 1.70
C -3.76 3.12 2.19
C -4.00 3.10 3.56
C -2.99 2.71 4.42
C -1.74 2.35 3.93
C 1.01 3.62 0.96
C 0.43 4.80 1.43
C 0.90 6.03 0.98
C 1.95 6.08 0.07
C 2.51 4.91 -0.40
C 2.05 3.68 0.04
H 3.52 1.22 6.73
H 2.64 3.43 6.05
H 1.35 3.65 3.96
H 1.83 -0.55 3.23
H 3.12 -0.76 5.32
H -2.35 2.77 0.63
H -4.55 3.42 1.51
H -4.97 3.38 3.94
H -3.17 2.68 5.49
H -0.96 2.05 4.62
H -0.39 4.77 2.13
H 0.45 6.94 1.35
H 2.31 7.04 -0.28
H 3.31 4.94 -1.13
H 2.47 2.78 -0.38
C -2.15 -2.39 2.61
C -1.13 -1.45 1.98
C 0.11 -2.24 1.57
C -1.76 -0.69 0.81
H -1.73 -2.92 3.48
H -2.47 -3.15 1.89
H -3.04 -1.85 2.94
H -0.85 -0.72 2.75
H -0.16 -3.04 0.88
H 0.59 -2.70 2.44
H 0.86 -1.61 1.07
H -2.55 -0.03 1.18
H -2.24 -1.40 0.13
Br 3.81 -2.29 -6.15
C 2.84 -2.09 -4.53
C 2.23 -3.20 -3.97
C 1.52 -3.04 -2.78
C 1.43 -1.80 -2.18
C 2.05 -0.69 -2.75
C 2.77 -0.84 -3.94
C 1.95 0.70 -2.15
O 2.63 1.60 -2.61
O 1.12 0.84 -1.17
H 2.30 -4.16 -4.45
H 1.05 -3.90 -2.33
H 0.89 -1.68 -1.25
H 3.25 0.03 -4.37
C -3.57 2.55 -3.35
N -2.14 2.67 -3.62
C -1.81 1.82 -4.76
N -2.21 0.42 -4.59
C -3.64 0.38 -4.30
N -4.04 1.18 -3.14
C -3.52 0.61 -1.90
P -1.68 0.58 -1.89
C -1.35 2.32 -2.44
C -1.43 -0.23 -3.54
H -4.12 2.97 -4.20
H -3.82 3.14 -2.46
H -0.73 1.86 -4.93
H -2.32 2.21 -5.64
H -3.95 -0.66 -4.14
H -4.17 0.77 -5.17
H -3.89 -0.42 -1.79
H -3.89 1.17 -1.04
H -0.28 2.39 -2.67
H -1.55 3.02 -1.63
H -1.72 -1.29 -3.47
H -0.37 -0.21 -3.79

=====

(6)
21
Properties=species:S:1:pos:R:3 method="wB97M-V/def2-TZVPD" lumo_ev=0.75 smiles=CCc1c[nH]cn1.CO e_above_lowest_kcal_mol=22.11
C -0.33 -1.05 -1.54
C 0.33 -0.33 -2.73
C 0.51 -0.95 -0.30
C 1.23 0.14 0.09
C 1.07 -1.31 1.73
N 0.42 -1.84 0.73
N 1.66 -0.15 1.37
H -1.24 -0.51 -1.31
H -0.57 -2.07 -1.84
H 0.17 0.74 -2.66
H 1.68 1.02 -0.35
H 1.36 -1.71 2.70
H 2.23 0.46 1.92
H -0.05 -0.69 -3.68
H 1.40 -0.58 -2.77
C -1.78 1.81 1.38
O -1.68 0.63 2.16
H -1.00 0.10 1.73
H -0.85 2.40 1.29
H -1.95 1.50 0.35
H -2.61 2.39 1.74

=====

(7)
50
Properties=species:S:1:pos:R:3 method="wB97M-V/def2-TZVPD" lumo_ev="2.98 / 2.95" multiplicity=4 s2=3.772 total_charge=-1
Co 1.59 0.54 -0.37
C 1.18 1.11 2.52
N 0.43 0.24 1.62
C 0.48 -1.11 2.17
C -0.95 0.72 1.51
C -0.72 0.90 -1.08
C -1.42 1.42 -2.31
C -0.86 1.23 -3.52
C 0.26 0.36 -3.72
C 0.64 -0.48 -2.72
C 0.01 -0.39 -1.43
H 0.71 1.17 3.51
H 1.26 2.11 2.09
H 2.19 0.71 2.64
H 0.12 -1.13 3.21
H 1.50 -1.48 2.14
H -0.14 -1.78 1.58
H -0.96 1.79 1.71
H -1.58 0.24 2.27
H -2.28 2.05 -2.19
H -1.30 1.70 -4.39
H 0.70 0.30 -4.70
H 1.31 -1.30 -2.93
F -1.30 -5.05 -0.52
C -1.45 -3.69 -0.37
C -0.55 -2.86 -1.01
C -0.71 -1.48 -0.84
C -1.78 -0.99 -0.05
C -2.64 -1.87 0.56
F -3.65 -1.43 1.36
C -2.50 -3.24 0.41
C -1.66 0.50 0.13
C -2.88 1.34 0.14
C -2.76 2.69 0.11
C -1.55 3.45 0.06
C -0.25 3.05 -0.21
N 0.24 1.91 -0.67
H 0.25 -3.26 -1.61
H -3.18 -3.93 0.88
H -3.85 0.87 0.12
H -3.67 3.27 0.18
H -1.68 4.51 0.28
H 0.51 3.83 -0.06
C 5.28 -1.24 0.80
O 3.87 -1.29 0.96
C 3.12 -0.51 0.14
O 3.71 0.20 -0.70
H 5.71 -1.99 1.47
H 5.64 -0.24 1.07
H 5.55 -1.46 -0.23

=====

(8)
12
Properties=species:S:1:pos:R:3 method="wB97M-V/def2-TZVPD" lumo_ev=0.96 e_above_lowest_kcal_mol=76.03
O -0.55 1.19 -1.52
C -0.08 1.21 -0.23
C -0.38 0.13 0.76
C -0.37 -1.25 0.15
O 0.76 -0.92 -0.70
C 1.01 0.21 0.14
H -0.28 0.32 -1.86
H -0.15 2.22 0.18
H -0.55 0.39 1.80
H -0.03 -1.96 0.90
H -1.24 -1.62 -0.41
H 1.88 0.08 0.79